# 1
A structure of composition C33H49N6OPPdS. Source: the Open Molecules 2025 dataset; level of theory: ωB97M-V/def2-TZVPD.

relative energy (zero: lowest compared OMol25 entry of this formula, charge and spin)	0.00	kcal/mol
orbital gap	8.326	eV

Structure (ORCA input):
```
! RIJCOSX wB97M-V def2-TZVPD def2/J DEFGRID3
* xyz 2 1
Pd -0.52 0.30 -0.39
N -2.09 1.35 0.34
C -3.37 0.84 -0.21
C -3.50 1.19 -1.69
C -2.48 0.51 -2.59
N -1.09 0.95 -2.24
H -2.01 1.19 1.34
H -2.03 2.36 0.20
H -4.21 1.25 0.35
H -3.37 -0.24 -0.07
H -3.44 2.27 -1.82
H -4.50 0.90 -2.03
H -2.68 0.76 -3.64
H -2.52 -0.57 -2.49
H -1.06 1.96 -2.25
H -0.42 0.65 -2.94
S 7.05 -0.91 -1.02
N 6.32 0.14 -0.04
C 5.02 0.03 -0.26
C 3.98 0.81 0.38
C 4.24 1.77 1.36
C 3.19 2.46 1.90
C 1.90 2.21 1.43
N 1.64 1.31 0.49
C 2.66 0.59 0.00
C 2.32 -0.49 -0.95
N 1.01 -0.79 -1.18
C 0.70 -1.77 -2.03
C 1.65 -2.51 -2.71
C 2.98 -2.24 -2.48
C 3.33 -1.24 -1.58
C 4.70 -0.94 -1.23
N 5.76 -1.55 -1.74
H 5.26 1.95 1.68
H 3.34 3.21 2.67
H 1.05 2.76 1.81
H -0.35 -1.98 -2.15
H 1.34 -3.29 -3.39
H 3.77 -2.80 -2.97
O -0.44 -0.41 1.63
P -1.02 -1.39 2.66
C 0.32 -2.10 3.65
C 1.39 -2.80 2.78
C 2.62 -1.92 2.57
C 3.33 -1.66 3.90
C 2.33 -1.51 5.05
C 0.98 -1.01 4.54
C -2.12 -2.67 1.91
C -2.26 -3.98 2.71
C -1.17 -5.00 2.41
C -1.08 -5.29 0.91
C -0.87 -4.02 0.10
C -1.93 -2.97 0.41
C -2.18 -0.46 3.73
C -1.74 1.01 4.01
C -1.78 1.37 5.49
C -3.14 1.06 6.12
C -3.65 -0.35 5.75
C -2.60 -1.19 5.02
H -0.15 -2.83 4.31
H 0.98 -3.11 1.82
H 1.70 -3.73 3.28
H 2.29 -0.98 2.13
H 3.30 -2.40 1.86
H 3.94 -0.76 3.82
H 4.02 -2.48 4.12
H 2.71 -0.83 5.81
H 2.18 -2.48 5.55
H 1.13 -0.09 3.97
H 0.33 -0.77 5.37
H -3.08 -2.15 1.99
H -3.22 -4.42 2.42
H -2.32 -3.79 3.78
H -1.38 -5.92 2.95
H -0.20 -4.65 2.78
H -2.01 -5.77 0.59
H -0.27 -6.00 0.71
H -0.92 -4.26 -0.97
H 0.13 -3.61 0.27
H -2.90 -3.34 0.06
H -1.74 -2.04 -0.13
H -3.08 -0.42 3.11
H -2.44 1.68 3.49
H -0.75 1.22 3.60
H -1.54 2.43 5.61
H -0.99 0.83 6.02
H -3.86 1.81 5.79
H -3.06 1.17 7.20
H -4.53 -0.28 5.11
H -3.97 -0.89 6.65
H -3.02 -2.16 4.78
H -1.74 -1.37 5.66
*
```

=====

# 2
A cluster of 2 separate species, CH4BClS in total at a distorted geometry. Source: the Open Molecules 2025 dataset; level of theory: ωB97M-V/def2-TZVPD.

relative energy (zero: lowest compared OMol25 entry of this formula, charge and spin)	81.52	kcal/mol
orbital gap	7.474	eV

Structure (ORCA input):
```
! RIJCOSX wB97M-V def2-TZVPD def2/J DEFGRID3
* xyz 0 1
B 0.25 -0.19 0.17
C 0.11 0.03 -1.42
S -0.45 -1.31 2.57
Cl -1.00 0.46 3.18
H 0.89 0.70 -1.88
H 0.79 0.49 0.82
H -0.71 0.69 -1.40
H 0.13 -0.87 -2.04
*
```

=====

# 3
A cluster of 2 separate species, BrFH2NPS in total at a distorted geometry. Source: the Open Molecules 2025 dataset; level of theory: ωB97M-V/def2-TZVPD.

relative energy (zero: lowest compared OMol25 entry of this formula, charge and spin)	32.67	kcal/mol
orbital gap	9.246	eV

Structure (ORCA input):
```
! RIJCOSX wB97M-V def2-TZVPD def2/J DEFGRID3
* xyz 0 1
N -0.09 -0.42 0.51
F -2.47 0.95 -0.79
P 1.40 -0.52 0.18
S 2.63 -1.99 -0.02
Br 2.21 1.53 0.20
H -3.01 1.65 -0.30
H -0.68 -1.19 0.21
*
```

=====

no.,E_tot (eV)
1,-69599.5738
2,-25132.4363
3,-94406.6353